[1]
{
  "formula": "C3H3I3",
  "method": "ωB97M-V/def2-TZVPD",
  "symbols": ["C", "C", "C", "I", "I", "I", "H", "H", "H"],
  "xyz": [[-0.068683, 0.614917, 0.090363], [-1.319926, -0.468095, -0.093810], [1.249498, 0.042551, -0.000671], [-0.497744, 2.553096, -0.003951], [-3.256989, 0.287902, 0.018871], [-0.926808, -2.549450, 0.103446], [1.404852, -0.895079, 0.723808], [1.920748, 0.896839, 0.097303], [1.495049, -0.482679, -0.935361]],
  "forces_ev_per_a": [[-6.8, -6.7, -1.4], [4.8, 4.4, 1.3], [1.8, -1.9, 1.0], [0.1, 1.2, 0.0], [0.2, -0.6, -0.1], [-0.3, 1.1, -0.2], [-0.1, 2.5, -0.8], [0.7, -0.7, 0.4], [-0.4, 0.5, -0.3]],
  "nbo_charge": [-0.24, -0.53, -0.73, 0.29, 0.24, 0.23, 0.25, 0.24, 0.25],
  "homo_lumo_gap_ha": [0.2740, 0.2739],
  "total_energy_ev": -27458.3283,
  "lumo_ev": [-0.5, -0.5]
}

---

[2]
{
  "formula": "C3H3I3O",
  "method": "ωB97M-V/def2-TZVPD",
  "symbols": ["C", "C", "C", "O", "I", "I", "I", "H", "H", "H"],
  "xyz": [[-0.412022, -0.339307, -1.296959], [0.752062, 0.478660, 0.947247], [0.249912, -0.605143, 0.028403], [-0.657027, -1.229128, -2.053397], [2.621354, 1.345719, 0.342974], [-3.383562, 0.762387, 0.720742], [0.639894, -2.571954, 0.406741], [-0.592199, 0.612107, -1.776073], [0.748118, 0.224317, 2.008213], [0.033470, 1.322343, 0.672112]],
  "forces_ev_per_a": [[1.3, 0.0, 0.8], [-2.3, 0.6, -1.8], [0.0, 0.9, -0.2], [-0.6, -2.1, -0.9], [0.2, -0.2, 0.1], [0.1, -0.1, 0.0], [0.0, 0.1, 0.1], [0.1, 1.5, 1.1], [0.1, 0.1, -0.3], [0.9, -0.8, 1.1]],
  "nbo_charge": [0.27, -0.62, -0.21, -0.50, 0.11, -0.01, 0.29, 0.17, 0.26, 0.25],
  "homo_lumo_gap_ha": [0.1890, 0.2886],
  "total_energy_ev": -29506.2124,
  "lumo_ev": [-3.6, -2.0]
}